Entry 1:
Below is a molecular structure, C36H35As2F4N2Tl in a non-equilibrium geometry, with properties calculated with the ωB97M-V functional and the def2-TZVPD basis.

## Properties
LUMO level (alpha / beta), eV: -7.416 / -8.926
Orbital gap (alpha / beta), Eh: 0.2329 / 0.1743
Energy relative to the best compared isomer or geometry (same formula, charge and spin), eV: 0.323
Net charge: +2

CARTESIAN COORDINATES (ANGSTROEM)
Tl: 0.50147 0.27510 -0.88070
As: -0.51661 -2.98880 -0.00262
As: -2.90560 -0.44188 0.00761
F: 3.02796 -0.39329 0.35139
F: 5.15923 -1.38121 1.62095
F: 1.05015 0.61497 4.53722
F: 3.17512 -0.39969 5.75802
N: 0.98413 0.78566 1.65641
N: -0.06548 2.37909 -0.18666
C: 1.97490 0.24750 2.37393
C: -3.21363 0.07641 -1.85167
C: -1.45675 -4.64082 2.17501
C: 0.01006 -2.85129 2.85283
C: -3.56372 0.79445 -4.52366
C: -0.96685 2.76382 -1.27050
C: -4.50606 0.21545 0.91144
C: -4.43214 1.27268 -3.55163
C: -6.89940 0.23459 1.16998
C: -2.51278 -0.03730 -4.16459
C: 1.63220 -6.51345 -0.78268
C: -2.33743 -0.38849 -2.83520
C: -5.76897 -0.21607 0.50843
C: -6.78192 1.11433 2.23790
C: 1.60508 -6.57374 -2.17231
C: -1.55781 -5.04781 3.49562
C: -0.09485 -3.26247 4.17287
C: 1.16978 3.15819 -0.20622
C: 3.15706 -0.36249 4.43457
C: -5.52872 1.55424 2.63579
C: 4.22407 -0.88500 3.72025
C: -4.39476 1.10253 1.97600
C: 0.03735 1.69129 2.23326
C: -0.88548 -4.35651 4.49497
C: -2.34805 -3.23952 -0.71680
C: 0.37614 -4.51641 -2.25557
C: 1.05286 -5.44618 -0.11971
C: 2.06734 0.19091 3.79857
C: 4.16198 -0.87835 2.33222
C: -0.73017 2.42665 1.11217
C: -4.25171 0.92940 -2.21945
C: -0.67323 -3.53509 1.85326
C: 0.96362 -5.58210 -2.90915
C: 3.06666 -0.36343 1.68934
C: -3.35042 -2.37066 -0.00055
C: 0.39749 -4.45912 -0.85748
H: 0.93203 -5.63615 -3.98869
H: 1.08622 -5.40244 0.96148
H: -2.15971 -5.91360 3.73744
H: -0.89146 3.46174 1.44458
H: -7.66600 1.45390 2.76019
H: -4.34022 -2.50203 -0.43896
H: -1.83385 -0.40772 -4.92170
H: -5.43226 2.24963 3.45872
H: -5.25723 1.91548 -3.82808
H: -1.27546 3.81392 -1.19811
H: -0.97487 -4.67543 5.52454
H: 5.07993 -1.30332 4.23256
H: 2.11543 -7.29645 -0.21430
H: -1.97019 -5.19980 1.40240
H: -1.86003 2.13736 -1.25078
H: 0.62858 -1.99924 2.59375
H: -0.70367 1.14037 2.82668
H: -2.32510 -3.04596 -1.78991
H: -1.52489 -1.05659 -2.56439
H: -0.47008 2.62802 -2.23158
H: 0.98670 4.22020 0.00055
H: -3.41751 1.43668 2.30536
H: 1.64412 3.08007 -1.18459
H: -7.87598 -0.09786 0.84351
H: -4.92794 1.32302 -1.47298
H: -1.70941 1.96506 0.98520
H: 0.51185 2.39225 2.92310
H: -2.57447 -4.29870 -0.58240
H: -3.71016 1.06715 -5.56008
H: -3.40881 -2.64832 1.05423
H: -0.11139 -3.73560 -2.82914
H: 1.86253 2.77740 0.54390
H: -5.88136 -0.89041 -0.33193
H: 2.09967 -7.38757 -2.68548
H: 0.44025 -2.73263 4.95012

Atom charges from the Mulliken analysis, given in e for atoms 1 to 6: 0.89 1.08 0.97 -0.37 -0.28 -0.34

---

Entry 2:
Below is a molecular structure, C36H35HgN4O3S3Sb in a non-equilibrium geometry, with properties calculated with the ωB97M-V functional and the def2-TZVPD basis.

## Properties
2S+1: 2
LUMO level (alpha / beta), eV: 2.500 / 1.944
Orbital gap (alpha / beta), Eh: 0.2415 / 0.2378
Energy relative to the best compared isomer or geometry (same formula, charge and spin), eV: 0.971
Net charge: -1

CARTESIAN COORDINATES (ANGSTROEM)
Hg: -0.32651 0.97094 0.71189
Sb: 3.12370 -0.29854 1.72598
S: -2.21368 -0.41732 1.39607
S: -3.53582 -2.70705 0.23548
S: 1.97365 1.67436 1.11686
O: -2.92815 2.83901 1.15657
O: -3.65295 4.46791 -0.22827
O: -0.14241 2.33803 -1.04657
N: -1.78109 -1.34197 -1.17222
N: -0.43283 3.96927 1.01756
N: -0.86645 -0.31284 -1.32597
N: -1.59145 4.62707 0.59072
C: 2.94591 -1.58995 4.49000
C: 1.05926 -3.11439 -1.87646
C: 4.24263 1.93349 3.79094
C: 2.15015 -1.59095 0.18409
C: -4.86286 3.72261 -0.36279
C: 5.18475 2.61626 4.55036
C: 5.98121 0.52659 2.91401
C: 6.52581 2.25624 4.49294
C: -6.06301 -3.11630 -2.29628
C: 1.22950 -2.59137 0.46833
C: 0.67715 -3.34463 -0.56293
C: 2.15364 -1.07179 3.46862
C: 0.69380 2.05718 -1.98579
C: 1.65788 3.02917 -2.38130
C: -5.35565 -0.88047 -3.76053
C: -7.02156 -2.44908 -3.04383
C: 2.53933 -1.37015 -1.13102
C: -6.66962 -1.32655 -3.78053
C: -4.39800 -1.54971 -3.01176
C: 2.67811 1.54576 -3.97656
C: 2.36986 -2.11949 5.63738
C: 2.61837 2.78408 -3.32979
C: -3.72067 -3.39829 -1.43463
C: 1.73560 0.59487 -3.64849
C: -4.74218 -2.67734 -2.27051
C: 1.99800 -2.12949 -2.15865
C: -2.72723 3.85885 0.55326
C: -0.45787 -1.27886 -3.54624
C: -0.23383 -0.27096 -2.44313
C: 6.92576 1.21105 3.67381
C: 4.64244 0.88459 2.97219
C: 0.98901 -2.13137 5.77657
C: -2.35419 -1.40256 -0.02925
C: 0.18993 -1.61010 4.76855
C: 0.77022 -1.08224 3.62217
C: 0.74105 0.80488 -2.68189
H: -6.34256 -3.99053 -1.71844
H: 0.10376 4.55368 1.64051
H: 3.19895 2.22420 3.82817
H: -0.88856 -1.61093 4.86735
H: 1.61766 3.98219 -1.86545
H: 7.97121 0.92931 3.62304
H: -1.49830 5.24153 -0.20610
H: 0.53671 -2.54222 6.67095
H: -2.73437 -3.38233 -1.89416
H: 3.34239 3.55538 -3.57009
H: 7.25727 2.79399 5.08397
H: -8.04444 -2.80509 -3.05028
H: 1.77518 -0.36326 -4.15228
H: -7.41534 -0.80203 -4.36467
H: -0.07234 -4.09239 -0.33320
H: 4.02726 -1.56784 4.39989
H: 6.29796 -0.28842 2.27039
H: 3.00009 -2.51588 6.42430
H: -4.02067 -4.43522 -1.27851
H: 2.30746 -1.94655 -3.18161
H: -5.48725 4.29644 -1.04270
H: -4.66005 2.73411 -0.77229
H: 0.36861 -1.99189 -3.57422
H: 0.91834 -2.79389 1.48448
H: -1.37138 -1.83926 -3.37801
H: -5.07142 -0.00301 -4.32796
H: -5.35617 3.60693 0.60137
H: 3.24927 -0.58300 -1.36639
H: 0.12684 -0.68048 2.84802
H: 0.61765 -3.69194 -2.67965
H: 4.87141 3.43486 5.18804
H: 0.08997 3.65942 0.19849
H: -0.49605 -0.77337 -4.51045
H: 3.44082 1.33630 -4.71504
H: -3.37862 -1.18731 -2.97637

Atom charges from the Mulliken analysis, given in e for atoms 1 to 6: 1.91 1.09 -0.50 -0.17 -0.69 -0.54

---

Entry 3:
Below is a molecular structure, C36H35N9P2Zr in a non-equilibrium geometry, with properties calculated with the ωB97M-V functional and the def2-TZVPD basis.

## Properties
LUMO level, eV: -12.898
Orbital gap, Eh: 0.2229
Energy relative to the best compared isomer or geometry (same formula, charge and spin), eV: 0.914
Net charge: +4

CARTESIAN COORDINATES (ANGSTROEM)
Zr: 0.67251 0.83333 -0.11340
P: 0.07409 -1.75915 0.00960
P: -1.91787 0.36736 0.04022
N: 0.79008 0.94243 2.08784
N: 0.27462 1.81552 2.97465
N: 4.44782 2.82665 -0.07187
N: 5.13181 0.52534 -0.00973
N: 0.88232 3.07053 -0.03904
N: 2.82394 1.09850 -0.24933
N: 3.59807 -1.13149 -0.11764
N: 6.65416 2.21671 0.03319
N: -1.55517 -1.30132 -0.03910
C: -0.46233 -3.96119 3.34295
C: 0.36798 -3.71682 -1.98837
C: 1.17788 -1.49747 -2.46575
C: -6.11432 0.36640 1.72046
C: -1.60049 0.60293 -4.05519
C: 1.33800 -0.04870 2.83322
C: -2.15892 2.30875 -1.91619
C: 1.25415 -3.98603 1.14215
C: 1.17628 0.20711 4.17852
C: 5.40971 1.83631 -0.01842
C: 2.50956 4.82308 -0.13538
C: -1.54601 0.10624 -2.76287
C: -1.81971 0.95374 -1.67373
C: -3.73741 0.35799 2.06068
C: 0.18601 5.35616 0.11585
C: -2.62260 -2.29407 -0.34876
C: -5.01979 0.30372 2.58043
C: -2.22925 2.78665 -3.20721
C: -1.93901 1.93362 -4.27793
C: 0.53707 -4.92451 3.23741
C: 1.30850 -3.17896 -4.14681
C: 1.50117 5.77462 -0.02366
C: -0.08342 4.01028 0.10437
C: 0.23820 -3.02793 1.24114
C: -0.60888 -3.00274 2.35310
C: 2.17715 3.48779 -0.13196
C: 3.88630 0.18066 -0.14023
C: 0.72523 -4.09657 -3.27622
C: 3.24066 2.43342 -0.16764
C: 1.39590 -4.93646 2.14400
C: 0.49532 1.41311 4.22900
C: -3.56657 0.46147 0.67283
C: 1.53856 -1.86672 -3.74789
C: 0.59353 -2.40477 -1.57186
C: -5.93691 0.48731 0.34538
C: -4.65972 0.54034 -0.19034
H: -1.39652 -2.26172 2.42821
H: 1.99770 -1.15942 -4.42972
H: -3.16373 -2.02534 -1.25490
H: -2.87847 0.31335 2.72342
H: 7.39864 1.53390 0.07440
H: -1.13266 -3.96837 4.19467
H: -1.40841 -0.05562 -4.89315
H: 0.64153 -5.67712 4.01087
H: 2.81666 -1.49780 -0.63013
H: -0.62486 6.06558 0.22897
H: -2.00314 2.30811 -5.29390
H: 3.55104 5.10136 -0.21523
H: -5.17246 0.22112 3.65018
H: 6.88995 3.19842 0.03178
H: 2.16637 -5.69495 2.06560
H: 1.59127 -3.48849 -5.14547
H: -1.09136 3.65236 0.21440
H: 0.55382 -5.11639 -3.60114
H: -0.07199 -4.44331 -1.31426
H: 0.16887 2.00464 5.07636
H: -3.32386 -2.35610 0.48041
H: 4.40652 -1.73903 -0.06660
H: -2.16772 -3.27150 -0.49168
H: -0.16345 2.66748 2.67961
H: 1.51208 -0.38983 5.01395
H: -2.53520 3.80937 -3.39448
H: -2.46397 2.95081 -1.09842
H: 1.83200 -0.88434 2.36659
H: -1.34420 -0.94434 -2.60169
H: 1.36914 -0.47048 -2.17428
H: 1.91339 -4.01338 0.28209
H: -6.79766 0.54179 -0.31081
H: -7.11731 0.32605 2.12787
H: 1.74434 6.83291 -0.03080
H: -4.52452 0.63712 -1.26319

Atom charges from the Mulliken analysis, given in e for atoms 1 to 6: 0.08 2.05 1.84 0.57 -0.22 -0.59

---

Entry 4:
Below is a molecular structure, C36H36AsF4N3O4PdS, with properties calculated with the ωB97M-V functional and the def2-TZVPD basis.

## Properties
LUMO level, eV: 3.759
Orbital gap, Eh: 0.2088
Energy relative to the best compared isomer or geometry (same formula, charge and spin), eV: 0.000
Net charge: -2

CARTESIAN COORDINATES (ANGSTROEM)
Pd: 0.18677 0.04760 -0.09793
As: -0.66167 -2.15263 0.58641
S: -4.51403 7.82940 -1.02918
F: 0.90575 1.50977 2.40774
F: 2.02650 1.25385 4.77272
F: 5.99773 -0.30691 2.77800
F: 4.93098 -0.16145 0.40405
O: -5.28751 7.55141 -2.23498
O: -3.53299 8.89763 -1.18959
O: -1.64096 -1.16358 -0.38795
O: -5.33796 7.94754 0.16984
N: 0.90337 0.84053 -2.63168
N: -1.30598 2.82432 -0.22607
N: 2.17690 0.83375 0.06090
C: -1.49682 -4.79424 1.57570
C: 3.28010 -4.31733 -0.92573
C: -1.41994 1.19509 -3.40713
C: -2.29268 -5.92959 1.62554
C: -3.39737 -6.03677 0.78824
C: -2.03740 4.00064 -0.37217
C: -4.15524 5.16819 -0.38050
C: -1.46042 -0.33392 4.22881
C: 1.43189 -0.60186 -4.64436
C: 4.05170 0.46482 3.86156
C: -0.53122 -1.64794 2.44346
C: 0.00207 1.72972 -3.34759
C: -1.79793 -3.76122 0.69483
C: 0.59469 -1.53258 4.56481
C: -0.39400 -0.68918 5.04675
C: 2.94513 0.80026 -1.16807
C: 2.18447 1.44278 -2.32829
C: 2.15995 1.02991 2.45066
C: 4.16060 0.26802 1.44607
C: -3.53416 6.35332 -0.75988
C: 0.88040 -4.22534 -0.77851
C: -3.70541 -5.00502 -0.08660
C: 2.03669 -4.83609 -1.25334
C: -1.53095 -0.80902 2.93016
C: 0.96466 -3.07402 -0.00414
C: 4.72494 0.15530 2.69961
C: 2.82541 0.71445 1.22382
C: 2.21524 -2.54805 0.30659
C: -2.16202 6.34809 -0.94635
C: 2.74650 0.90673 3.68243
C: 0.98445 -0.50646 -3.18324
C: 0.52422 -2.02289 3.26657
C: -2.90872 -3.86576 -0.13106
C: 3.36868 -3.17455 -0.13777
C: -3.42466 4.00799 -0.19094
C: -1.41865 5.18980 -0.75517
H: -0.00090 2.67958 -2.80936
H: 4.33368 -2.74945 0.10977
H: -1.67947 7.27267 -1.23645
H: 1.66376 -1.08417 -2.55399
H: 3.86027 1.39753 -1.06309
H: 0.69056 -0.17649 -5.32394
H: 0.00479 -0.97525 -3.06281
H: 2.27449 -1.62138 0.86305
H: -3.92406 3.08908 0.09888
H: 1.31161 -2.66696 2.89360
H: 4.18127 -4.79701 -1.28892
H: -1.72461 0.82782 -2.42639
H: -0.34268 5.20374 -0.89877
H: 0.36238 1.94814 -4.37079
H: 1.57263 -1.64991 -4.91935
H: 1.43871 -1.79461 5.19144
H: 3.27526 -0.21147 -1.44332
H: -5.22770 5.16642 -0.22854
H: -1.52198 0.37592 -4.12389
H: -2.05388 -6.73014 2.31566
H: -1.70645 2.10321 0.35281
H: 2.37891 -0.08476 -4.81481
H: -0.32485 -0.29174 6.05146
H: -4.01943 -6.92335 0.82302
H: -3.13718 -3.04179 -0.79702
H: 4.50703 0.38650 4.83578
H: -2.33570 -0.50114 2.27214
H: -0.63363 -4.71344 2.22899
H: 1.99412 2.48527 -2.05930
H: 2.85950 1.45909 -3.20520
H: -0.31422 2.92152 -0.07078
H: -4.57002 -5.08536 -0.73497
H: -2.09987 1.99322 -3.70963
H: -2.22808 0.33522 4.59732
H: 1.96144 -5.71751 -1.87919
H: -0.08674 -4.64347 -1.03043

Atom charges from the Mulliken analysis, given in e for atoms 1 to 6: 0.60 1.90 1.29 -0.44 -0.38 -0.37

---

Entry 5:
Below is a molecular structure, C36H36N7NiOS in a non-equilibrium geometry, with properties calculated with the ωB97M-V functional and the def2-TZVPD basis.

## Properties
2S+1: 3
LUMO level (alpha / beta), eV: 2.289 / 2.290
Orbital gap (alpha / beta), Eh: 0.1352 / 0.1837
Net charge: -1

CARTESIAN COORDINATES (ANGSTROEM)
Ni: 0.18690 -0.52266 0.01677
S: 1.81260 -9.37216 0.70037
O: -0.27250 -9.98646 2.16107
N: -1.20780 0.73324 0.15577
N: 1.14810 0.33944 1.34967
N: 0.74260 1.18764 0.01677
N: 0.74070 1.34234 2.16357
N: 1.53060 3.61024 0.01597
N: -0.72690 -1.42906 -1.31033
N: -1.57160 -0.84306 -2.18993
C: -1.50920 -3.00196 -2.74593
C: -2.21790 3.32834 -2.33123
C: -3.32710 2.37174 2.71427
C: -2.32370 1.16694 -3.36063
C: -1.03660 2.44894 3.43677
C: -3.01480 3.17404 -4.70943
C: 1.10260 -6.86026 1.64127
C: 2.95320 1.20944 2.41247
C: -1.83470 0.56134 -2.17903
C: 1.10030 2.28784 0.01657
C: -2.93230 1.65274 1.58267
C: 2.46800 0.28834 1.47787
C: 1.59020 -7.61016 0.56557
C: -1.58050 1.34384 1.31607
C: 0.75450 -2.26966 0.01677
C: -0.63420 1.70864 2.30257
C: -2.03920 -1.78466 -3.10153
C: 1.19300 -4.84486 0.29827
C: 1.90330 -6.96646 -0.63563
C: -0.69590 -10.04636 -0.20843
C: 0.96010 -3.43726 0.14947
C: 3.74210 4.60984 -0.01083
C: 2.03230 5.16544 -1.77863
C: 1.70220 -5.58956 -0.77093
C: 0.14710 -9.85076 1.01917
C: 3.17950 5.71984 -0.91593
C: 0.93440 4.58454 -0.87843
C: -1.75270 2.73034 -1.15493
C: 2.62440 4.03544 0.86897
C: 0.90170 -5.48326 1.50807
C: -0.71650 -2.71746 -1.62863
C: -2.53610 2.54764 -3.43733
C: -2.77350 3.59524 4.84387
C: -1.59010 1.33214 -1.01563
C: 1.82970 1.86594 2.85377
C: -2.37900 2.79344 3.64287
H: 1.61160 5.96704 -2.42243
H: 4.56010 5.00904 0.62617
H: -1.68360 -3.95606 -3.21743
H: -2.73500 -1.51486 -3.87773
H: -0.12170 -3.38676 -1.02343
H: 3.98550 6.11284 -1.57183
H: 1.70490 -0.52266 0.01677
H: -3.78600 2.55354 -5.17813
H: 2.25730 4.82364 1.56227
H: -0.83950 -9.09276 -0.72403
H: 0.51230 -4.91796 2.35317
H: -1.51800 3.37544 -0.30973
H: -2.48610 3.07174 5.76117
H: 4.15740 3.79784 -0.64783
H: 1.71360 2.68084 3.54837
H: 3.97480 1.38334 2.71207
H: -2.32800 4.40744 -2.35673
H: -3.45880 4.15764 -4.52383
H: 2.29860 -7.52906 -1.47903
H: 0.13410 4.12894 -1.50313
H: 3.01010 -0.42956 0.87877
H: -0.22990 -10.77196 -0.88043
H: -0.31770 2.74184 4.19327
H: -3.85480 3.76424 4.87817
H: 1.94130 -5.10596 -1.71643
H: -2.28270 4.57384 4.81977
H: 3.01800 3.19194 1.47857
H: -1.67660 -10.43176 0.08577
H: 0.86830 -7.34036 2.59067
H: -2.50260 0.57734 -4.25263
H: -2.18030 3.29324 -5.40723
H: 2.42870 4.35954 -2.43503
H: -4.37930 2.60344 2.84157
H: -3.68630 1.34904 0.85787
H: 0.48120 5.40074 -0.27423
H: 2.80140 6.55614 -0.28743

Atom charges from the Mulliken analysis, given in e for atoms 1 to 6: 0.04 -0.20 -0.55 -0.20 0.22 -0.41

---

Summary of DFT total energy in eV
-178103.3286; -93221.0673; -71134.6624; -136600.7045; -102258.4885
(order as listed above)